{"formula": "C5H6N2", "method": "ωB97M-V/def2-TZVPD", "homo_energy_ev": -9.2, "lumo_ev": -0.44, "spin_multiplicity": 1, "elements": ["N", "C", "C", "C", "C", "C", "N", "H", "H", "H", "H", "H", "H"], "xyz": [[2.14, 1.93, 0.85], [1.25, 1.38, 0.34], [1.44, -0.72, -0.42], [0.08, -0.48, -0.93], [-1.07, -0.95, -0.01], [-0.88, 0.33, 0.82], [0.10, 0.86, -0.19], [2.09, -0.22, -1.17], [-0.11, -0.41, -2.00], [-2.04, -1.01, -0.52], [-0.85, -1.88, 0.51], [-1.75, 0.98, 0.92], [-0.39, 0.19, 1.79]], "mulliken_charge": [-0.4725, 0.3766, -0.5141, 0.0536, -0.5038, -0.4414, -0.1244, 0.1931, 0.3261, 0.2630, 0.2640, 0.2981, 0.2817]}

=====

{"formula": "C5H6N2", "method": "ωB97M-V/def2-TZVPD", "homo_energy_ev": [-6.6, -6.6], "lumo_ev": [-0.26, -0.40], "spin_multiplicity": 1, "elements": ["C", "C", "C", "C", "C", "N", "N", "H", "H", "H", "H", "H", "H"], "xyz": [[0.30, -0.82, 0.83], [-0.24, 0.04, -0.18], [0.45, 0.73, -1.05], [2.64, -0.33, 0.37], [-1.82, 0.14, -0.03], [1.62, -0.93, 1.01], [1.03, 1.13, -2.02], [-0.45, -1.37, 1.36], [-2.23, -0.11, 0.95], [-2.19, 1.23, -0.28], [-2.38, -0.49, -0.74], [1.87, -1.29, 1.91], [1.41, 2.07, -2.14]], "mulliken_charge": [-0.3938, 0.5811, 0.0156, -0.3791, -1.2598, -0.0404, -0.4062, 0.3978, 0.3839, 0.2840, 0.2698, 0.2538, 0.2933]}

=====

{"formula": "C5H6N2", "method": "ωB97M-V/def2-TZVPD", "homo_energy_ev": -8.9, "lumo_ev": 0.92, "smiles": "C=CN=C=N.C#C", "spin_multiplicity": 1, "elements": ["C", "C", "C", "C", "C", "N", "N", "H", "H", "H", "H", "H", "H"], "xyz": [[-0.79, -0.20, -1.62], [1.48, -1.14, 0.43], [-0.47, 1.01, 1.83], [1.26, -0.16, -0.44], [-0.93, 1.64, 0.91], [-1.87, -0.50, -2.09], [0.20, 0.32, -1.12], [2.37, -1.25, 0.99], [0.69, -1.85, 0.50], [0.12, 0.34, 2.41], [-2.50, -1.16, -1.69], [1.94, 0.59, -0.50], [-1.50, 2.37, 0.38]], "mulliken_charge": [0.5807, -0.8821, -0.1756, 0.0133, -0.6651, -0.5869, -0.3622, 0.3066, 0.2827, 0.4557, 0.2648, 0.3837, 0.3845]}

=====

{"formula": "C5H6N2", "method": "ωB97M-V/def2-TZVPD", "homo_energy_ev": [-8.6, -8.6], "lumo_ev": [0.00, 0.00], "spin_multiplicity": 1, "elements": ["C", "C", "C", "C", "C", "N", "N", "H", "H", "H", "H", "H", "H"], "xyz": [[0.37, -1.56, 0.55], [1.57, -1.18, 0.74], [0.01, -0.20, 0.92], [-1.26, 0.00, -1.21], [-0.27, 0.67, -0.36], [2.62, -0.39, 1.06], [1.93, 0.54, 1.48], [-0.44, 0.10, 1.90], [-0.98, -1.00, -1.48], [-1.45, 0.58, -2.27], [-2.25, -0.06, -0.78], [-0.63, 1.63, 0.23], [0.79, 0.87, -0.77]], "mulliken_charge": [-0.7494, 0.5595, 0.1174, -1.1164, -0.2096, -0.2170, -0.2966, 0.4458, 0.4017, 0.2717, 0.3404, 0.2127, 0.2399]}

=====

{"formula": "C5H6N2", "method": "ωB97M-V/def2-TZVPD", "homo_energy_ev": -8.7, "lumo_ev": 0.78, "spin_multiplicity": 1, "elements": ["N", "C", "C", "C", "C", "C", "N", "H", "H", "H", "H", "H", "H"], "xyz": [[2.31, -1.36, 1.26], [1.55, -0.55, 0.95], [0.60, 0.49, 0.55], [0.29, 0.65, -0.96], [-1.15, 0.15, -0.66], [-1.30, -1.22, -0.20], [-0.83, 0.21, 0.80], [0.90, 1.43, 1.03], [0.86, 0.01, -1.64], [0.36, 1.69, -1.28], [-2.00, 0.73, -1.01], [-0.34, -1.75, -0.27], [-1.27, -0.48, 1.43]], "mulliken_charge": [-0.4194, 0.1284, 0.1045, -0.6345, 0.1172, -0.7247, -0.3396, 0.3451, 0.2977, 0.2910, 0.2738, 0.1983, 0.3621]}

=====

{"formula": "C5H6N2", "method": "ωB97M-V/def2-TZVPD", "homo_energy_ev": -7.9, "lumo_ev": 0.04, "smiles": "[H]/N=C/C#C.C=C=N", "spin_multiplicity": 1, "elements": ["C", "C", "C", "C", "C", "N", "N", "H", "H", "H", "H", "H", "H"], "xyz": [[-2.23, 0.43, 0.36], [-1.60, -0.23, 1.14], [0.87, -0.16, -1.34], [-1.00, -0.75, 2.31], [1.09, 0.88, -2.15], [0.72, -1.19, -0.75], [0.07, -1.42, 2.00], [-2.90, 0.86, -0.43], [-1.30, -0.74, 3.40], [0.77, 0.67, -3.15], [1.73, 1.64, -1.78], [0.15, -1.49, 0.09], [0.65, -1.87, 2.74]], "mulliken_charge": [0.1501, -0.4117, 0.5886, -0.1438, -1.0369, -0.4818, -0.5293, 0.3729, 0.3432, 0.2478, 0.2667, 0.4379, 0.1963]}

=====

{"formula": "C5H6N2O", "method": "ωB97M-V/def2-TZVPD", "homo_energy_ev": -10.2, "lumo_ev": -1.04, "smiles": "CC1=NC(=O)C(C)=N1", "spin_multiplicity": 1, "elements": ["C", "C", "C", "C", "C", "H", "H", "H", "H", "H", "H", "N", "N", "O"], "xyz": [[-1.32, 1.43, 1.73], [-0.89, 0.45, 0.65], [-0.66, -1.30, -0.63], [0.63, -0.43, -0.70], [1.89, -0.67, -1.43], [-0.42, 1.48, 2.44], [-2.17, 0.98, 2.39], [-1.63, 2.52, 1.35], [1.71, -0.71, -2.52], [2.26, -1.61, -1.18], [2.60, 0.14, -1.22], [-1.49, -0.63, 0.32], [0.42, 0.62, 0.03], [-0.93, -2.28, -1.22]], "mulliken_charge": [-0.8400, 0.6078, 0.3535, 0.8163, -1.0612, 0.2646, 0.2744, 0.2629, 0.2859, 0.3139, 0.3081, -0.5491, -0.5924, -0.4448]}

=====

{"formula": "C5H6N2O", "method": "ωB97M-V/def2-TZVPD", "homo_energy_ev": -8.3, "lumo_ev": 0.78, "smiles": "CN1C=CO[C@@H]1C#N", "spin_multiplicity": 1, "elements": ["C", "C", "C", "C", "C", "N", "N", "O", "H", "H", "H", "H", "H", "H"], "xyz": [[1.26, 1.99, -1.56], [-0.29, 1.06, 0.85], [0.87, 1.58, 1.25], [1.34, 0.79, -0.78], [-0.66, -0.94, -0.57], [1.11, 3.09, -1.79], [-0.24, 0.44, -0.38], [1.88, 1.34, 0.33], [-1.23, 1.26, 1.52], [1.07, 2.16, 2.10], [1.78, -0.14, -1.15], [-1.49, -1.08, 0.09], [-0.97, -1.18, -1.65], [0.17, -1.74, -0.24]], "mulliken_charge": [0.3805, -0.1000, -0.4633, -0.0038, -0.8506, -0.4680, -0.1273, -0.3747, 0.2586, 0.4526, 0.4053, 0.3649, 0.2547, 0.2710]}

=====

{"formula": "C5H6N2O", "method": "ωB97M-V/def2-TZVPD", "homo_energy_ev": -8.4, "lumo_ev": -0.49, "smiles": "O=C1NC=C[C@H]2N[C@H]12", "spin_multiplicity": 1, "elements": ["C", "C", "C", "C", "C", "H", "H", "H", "H", "H", "H", "N", "N", "O"], "xyz": [[-0.30, -1.10, -0.34], [0.33, 1.21, -1.33], [0.68, 1.76, -0.05], [0.83, 0.59, 0.91], [-0.48, -0.29, 0.84], [-0.83, -0.11, -2.42], [0.25, 2.01, -2.18], [1.52, 2.45, 0.21], [1.89, 0.18, 0.56], [-0.15, 0.47, 2.99], [-1.56, 0.18, 1.03], [-0.08, -0.05, -1.45], [0.26, -0.08, 2.03], [-1.09, -2.17, -0.55]], "mulliken_charge": [0.1840, 0.0922, -0.7275, -0.0930, 0.2564, 0.3451, 0.2688, 0.2660, 0.2137, 0.3392, 0.2424, -0.2748, -0.5564, -0.5560]}

=====

{"formula": "C5H6N2O", "method": "ωB97M-V/def2-TZVPD", "homo_energy_ev": -8.0, "lumo_ev": 0.89, "smiles": "c1nc2c(o1)NCC2", "spin_multiplicity": 1, "elements": ["C", "C", "C", "C", "C", "H", "H", "H", "H", "H", "H", "N", "N", "O"], "xyz": [[-0.75, 1.44, -0.29], [-1.38, 0.03, -0.08], [-0.17, -0.87, 0.15], [1.51, -2.01, 0.54], [0.83, -0.11, -0.21], [-0.68, 1.94, 0.70], [-1.34, 2.05, -0.97], [-2.07, -0.20, -0.93], [-2.21, 0.16, 0.73], [2.28, -2.69, 1.00], [1.21, 1.96, -0.46], [0.24, -2.06, 0.58], [0.57, 1.16, -0.74], [1.96, -0.79, -0.02]], "mulliken_charge": [-0.5533, -0.3486, 0.3585, -0.0075, 0.2399, 0.2851, 0.3064, 0.1948, 0.2564, 0.3462, 0.3040, -0.6223, -0.3614, -0.3984]}

=====

{"formula": "C5H6N2O", "method": "ωB97M-V/def2-TZVPD", "homo_energy_ev": -9.4, "lumo_ev": 0.31, "smiles": "O=C1[C@H]2N[C@@H]1[C@H]1N[C@H]12", "spin_multiplicity": 1, "elements": ["C", "C", "C", "C", "C", "H", "H", "H", "H", "H", "H", "N", "N", "O"], "xyz": [[-1.24, -0.10, -0.15], [-0.54, 0.52, 0.96], [-0.24, 0.44, -1.08], [0.98, -0.43, -0.64], [0.77, -0.46, 0.83], [-1.18, 0.65, 1.88], [0.78, 1.99, 0.25], [-0.32, 0.95, -2.03], [1.82, -0.61, -1.41], [-0.47, -1.61, -0.34], [1.49, -0.38, 1.71], [-0.19, 1.64, 0.02], [0.53, -1.66, 0.08], [-2.20, -0.95, -0.08]], "mulliken_charge": [0.3831, -0.0438, -0.2580, -0.2856, -0.1224, 0.4048, 0.2727, 0.4924, 0.3501, 0.3388, 0.3576, -0.5426, -0.7302, -0.6169]}

=====

{"formula": "C5H6N2O", "method": "ωB97M-V/def2-TZVPD", "homo_energy_ev": -10.3, "lumo_ev": 0.42, "smiles": "[H]/N=C1\\C[C@@]1(C)OC#N", "spin_multiplicity": 1, "elements": ["C", "C", "C", "C", "N", "C", "O", "N", "H", "H", "H", "H", "H", "H"], "xyz": [[0.89, -0.86, -0.28], [-1.78, -0.50, -0.25], [-0.45, -0.05, 0.22], [0.60, 0.48, -0.61], [0.95, 1.43, -1.37], [0.71, 1.03, 1.91], [-0.44, 0.43, 1.59], [1.71, 1.41, 2.37], [1.81, 1.19, -1.87], [0.75, -1.62, -1.04], [1.67, -1.06, 0.44], [-1.86, -0.47, -1.34], [-2.58, 0.12, 0.16], [-1.98, -1.53, 0.07]], "mulliken_charge": [-0.6165, -1.4342, 1.0032, 0.1098, -0.6649, 0.5252, -0.3717, -0.4344, 0.2640, 0.2913, 0.2709, 0.3470, 0.3937, 0.3165]}

=====

{"formula": "C5H6N2O", "method": "ωB97M-V/def2-TZVPD", "homo_energy_ev": -10.0, "lumo_ev": -0.24, "spin_multiplicity": 1, "elements": ["C", "C", "C", "C", "N", "C", "O", "N", "H", "H", "H", "H", "H", "H"], "xyz": [[1.03, -0.74, 0.24], [0.06, -1.51, -0.66], [0.59, 0.66, 0.62], [-0.22, 1.43, -0.43], [-0.77, 2.13, -1.19], [-1.13, 0.42, 1.41], [1.30, 1.57, 1.06], [-2.06, 0.29, 2.09], [-1.48, 2.81, -1.41], [2.00, -0.62, -0.24], [1.19, -1.27, 1.18], [0.49, -2.49, -0.90], [-0.90, -1.67, -0.17], [-0.11, -0.99, -1.61]], "mulliken_charge": [-0.3878, -1.1445, 0.9664, -0.0138, -0.1241, -0.0834, -0.6766, -0.4664, 0.3097, 0.3234, 0.2951, 0.3660, 0.3310, 0.3050]}

=====

{"formula": "C5H6N2O", "method": "ωB97M-V/def2-TZVPD", "homo_energy_ev": -8.5, "lumo_ev": 0.17, "smiles": "Nn1ccccc1=O", "spin_multiplicity": 1, "elements": ["C", "C", "C", "C", "C", "H", "H", "H", "H", "H", "H", "N", "N", "O"], "xyz": [[0.18, -1.24, -0.18], [1.47, -0.79, 0.05], [1.78, 0.59, 0.04], [0.69, 1.40, -0.07], [-0.66, 0.95, -0.11], [-2.84, -0.24, -0.30], [-2.05, -0.76, 1.10], [-0.08, -2.25, -0.26], [2.39, -1.48, 0.02], [2.78, 1.01, 0.19], [0.96, 2.46, -0.24], [-2.11, -0.98, 0.09], [-0.87, -0.39, -0.34], [-1.65, 1.71, -0.01]], "mulliken_charge": [-0.1767, -0.5439, -0.0474, -0.4132, 0.4329, 0.3387, 0.2778, 0.4666, 0.2490, 0.3828, 0.3059, -0.7114, 0.1252, -0.6862]}

=====

{"formula": "C5H6N2O", "method": "ωB97M-V/def2-TZVPD", "homo_energy_ev": -9.1, "lumo_ev": 0.40, "smiles": "O=C1NN=C[C@H]2C[C@H]12", "spin_multiplicity": 1, "elements": ["C", "C", "C", "C", "C", "H", "H", "H", "H", "H", "H", "N", "N", "O"], "xyz": [[-1.00, -0.59, 0.01], [0.97, 1.45, 0.37], [1.18, 0.16, -0.31], [1.75, -1.37, -0.18], [0.47, -0.88, 0.39], [-2.03, 0.72, -0.19], [1.64, 2.35, 0.51], [0.76, 0.31, -1.31], [2.13, -1.76, -1.30], [2.58, -1.56, 0.62], [0.40, -1.08, 1.70], [-1.04, 0.73, -0.39], [-0.35, 1.85, 0.04], [-1.99, -1.21, 0.10]], "mulliken_charge": [0.1052, -0.5706, 0.1338, -0.5277, 0.2127, 0.3383, 0.3205, 0.3535, 0.2438, 0.2534, 0.1934, -0.0489, -0.4617, -0.5460]}

=====

{"formula": "C5H6N2O", "method": "ωB97M-V/def2-TZVPD", "homo_energy_ev": -9.1, "lumo_ev": -0.27, "smiles": "C#CC(=O)/C=N\\NC", "spin_multiplicity": 1, "elements": ["C", "C", "C", "C", "C", "H", "H", "H", "H", "H", "H", "N", "N", "O"], "xyz": [[-1.19, 0.52, 0.94], [0.23, -1.50, -0.63], [1.38, -0.81, 0.04], [1.55, 0.59, -0.33], [1.76, 1.71, -0.70], [-0.74, -0.28, 1.60], [-2.12, 0.84, 1.41], [-0.50, 1.34, 0.88], [-2.56, -0.12, -0.49], [0.45, -2.48, -1.03], [1.96, 2.71, -1.05], [-1.53, -0.01, -0.37], [-0.97, -1.10, -0.90], [2.26, -1.42, 0.62]], "mulliken_charge": [-0.8358, -0.1573, 0.1501, -0.2657, 0.2182, 0.3375, 0.3286, 0.2111, 0.2956, 0.4263, 0.3821, -0.0774, -0.4828, -0.5306]}

=====

{"formula": "C5H6N2O", "method": "ωB97M-V/def2-TZVPD", "homo_energy_ev": -9.3, "lumo_ev": 0.71, "smiles": "C=C=N[C@]1(C)NC1=O", "spin_multiplicity": 1, "elements": ["C", "C", "C", "C", "N", "C", "O", "N", "H", "H", "H", "H", "H", "H"], "xyz": [[-2.35, 1.26, -1.12], [1.78, 0.11, 1.23], [0.13, -1.66, 0.14], [0.56, -0.26, 0.41], [0.83, -1.06, -0.82], [-1.36, 0.91, -0.37], [-0.45, -2.63, 0.48], [-0.44, 0.73, 0.41], [0.65, -0.89, -1.79], [-3.34, 0.86, -0.97], [-2.23, 2.00, -1.90], [2.66, -0.36, 0.82], [1.90, 1.20, 1.21], [1.65, -0.20, 2.26]], "mulliken_charge": [-1.1589, -1.2185, 0.1427, 0.9956, -0.4345, 0.8470, -0.5358, -0.4072, 0.2699, 0.2544, 0.2494, 0.3567, 0.3796, 0.2597]}

=====

{"formula": "C5H6N2O", "method": "ωB97M-V/def2-TZVPD", "homo_energy_ev": -8.2, "lumo_ev": -0.59, "spin_multiplicity": 1, "elements": ["C", "C", "C", "C", "C", "H", "H", "H", "H", "H", "H", "N", "N", "O"], "xyz": [[1.85, 0.00, -0.21], [1.27, 1.22, 0.01], [-0.31, -0.01, -0.08], [-1.68, -0.75, -0.03], [-2.76, 0.05, -0.33], [3.77, 0.04, 0.56], [1.75, 2.20, 0.02], [-1.55, -1.87, 0.96], [-3.83, -0.25, 0.04], [-2.35, 1.25, -1.10], [0.31, -1.77, 0.63], [-0.15, 1.28, 0.11], [0.67, -0.78, -0.27], [2.99, -0.63, -0.30]], "mulliken_charge": [0.2550, -0.3206, 0.5063, -0.2602, -0.5499, 0.4163, 0.4422, 0.0989, 0.2615, 0.2325, 0.3764, -0.6319, -0.2079, -0.6185]}

=====

{"formula": "C5H6N2O", "method": "ωB97M-V/def2-TZVPD", "homo_energy_ev": -8.9, "lumo_ev": 0.81, "smiles": "CC1=N[C@H]2[N@H+]3[C@@H]1[C@@]23[O-]", "spin_multiplicity": 1, "elements": ["C", "N", "C", "C", "C", "C", "N", "O", "H", "H", "H", "H", "H", "H"], "xyz": [[2.05, 0.69, -0.19], [-1.52, -0.08, 0.76], [-1.52, -0.49, -0.86], [0.72, 0.07, 0.06], [-0.86, -1.36, 0.21], [-0.54, 0.78, 0.10], [0.53, -1.22, 0.20], [-2.24, -0.48, -1.80], [-1.75, 0.04, 1.76], [-1.32, -2.30, 0.47], [-0.70, 1.84, 0.06], [2.08, 1.72, 0.17], [2.27, 0.68, -1.26], [2.82, 0.11, 0.32]], "mulliken_charge": [-1.1008, -0.3104, 0.4500, 0.6331, 0.0131, -0.5076, -0.6412, -0.5212, 0.2516, 0.4063, 0.4204, 0.3213, 0.2464, 0.3389]}